Formula: C18H21NO6
Source: OMol25
Level of theory: ωB97M-V with the def2-TZVPD basis set

**Total charge**: 0
**Structure (SMILES)**: COc1cc(C)ccc1OCCOCCOc1ccccc1[N+](=O)[O-]
**Highest occupied orbital energy**: -8.02 eV
**HOMO-LUMO gap**: 7.72 eV
**Relative energy (zero: lowest compared OMol25 entry of this formula, charge and spin)**: 373.1 kJ/mol
**Calculated total energy**: -32777.6647 eV

Last columns: bonded neighbours and bond lengths (Å).
Cartesian coordinates (Å):
1 C -0.205 -1.589 -3.458  O2 1.415, H26 1.091, H27 1.091, H28 1.092
2 O -1.015 -0.978 -2.471  C1 1.415, C3 1.367
3 C -0.637 0.197 -1.883  O2 1.367, C4 1.394, C9 1.403
4 C -1.644 0.807 -1.136  C3 1.394, C5 1.384, H29 1.080
5 C -1.441 1.988 -0.445  C4 1.384, C6 1.498, C7 1.389
6 C -2.558 2.648 0.305  C5 1.498, H30 1.090, H31 1.087, H32 1.087
7 C -0.180 2.567 -0.492  C5 1.389, C8 1.380, H33 1.079
8 C 0.830 1.981 -1.228  C7 1.380, C9 1.391, H34 1.079
9 C 0.626 0.805 -1.942  C3 1.403, C8 1.391, O10 1.382
10 O 1.613 0.266 -2.745  C9 1.382, C11 1.410
11 C 2.905 0.127 -2.201  O10 1.410, C12 1.528, H35 1.097, H36 1.092
12 C 2.918 -0.735 -0.939  C11 1.528, O13 1.422, H37 1.099, H38 1.094
13 O 2.453 -2.034 -1.283  C12 1.422, C14 1.401
14 C 2.019 -2.810 -0.200  O13 1.401, C15 1.536, H39 1.094, H40 1.097
15 C 0.559 -2.548 0.199  C14 1.536, O16 1.416, H41 1.098, H42 1.095
16 O 0.506 -1.333 0.924  C15 1.416, C17 1.336
17 C -0.641 -0.931 1.480  O16 1.336, C18 1.398, C22 1.411
18 C -1.841 -1.644 1.410  C17 1.398, C19 1.380, H43 1.077
19 C -2.975 -1.196 2.055  C18 1.380, C20 1.388, H44 1.080
20 C -2.957 -0.023 2.798  C19 1.388, C21 1.376, H45 1.078
21 C -1.795 0.713 2.855  C20 1.376, C22 1.393, H46 1.079
22 C -0.646 0.284 2.196  C17 1.411, C21 1.393, N23 1.432
23 N 0.507 1.132 2.256  C22 1.432, O24 1.216, O25 1.213
24 O 0.366 2.226 2.769  N23 1.216
25 O 1.559 0.737 1.797  N23 1.213
26 H 0.030 -0.892 -4.264  C1 1.091
27 H -0.809 -2.410 -3.848  C1 1.091
28 H 0.724 -1.982 -3.039  C1 1.092
29 H -2.606 0.317 -1.112  C4 1.080
30 H -3.013 3.418 -0.319  C6 1.090
31 H -2.184 3.127 1.206  C6 1.087
32 H -3.327 1.928 0.573  C6 1.087
33 H 0.015 3.480 0.050  C7 1.079
34 H 1.801 2.448 -1.257  C8 1.079
35 H 3.364 1.097 -1.975  C11 1.097
36 H 3.476 -0.365 -2.991  C11 1.092
37 H 3.945 -0.799 -0.552  C12 1.099
38 H 2.283 -0.282 -0.172  C12 1.094
39 H 2.101 -3.850 -0.528  C14 1.094
40 H 2.660 -2.652 0.676  C14 1.097
41 H 0.212 -3.378 0.827  C15 1.098
42 H -0.066 -2.479 -0.698  C15 1.095
43 H -1.889 -2.556 0.838  C18 1.077
44 H -3.885 -1.772 1.980  C19 1.080
45 H -3.842 0.313 3.313  C20 1.078
46 H -1.745 1.639 3.407  C21 1.079